Computed, not measured: a 2-piece molecular cluster, C3H7FNO2 overall in a non-equilibrium geometry, with ωB97M-V/def2-TZVPD.

Each line ends with the Löwdin charge.
Positions of all 14 atoms, in Å:
C: 2.512 1.340 -0.356  0.05
C: 0.884 -0.055 0.557  -0.16
C: -3.048 0.162 -0.448  -0.27
N: 0.304 -1.385 0.322  0.21
O: 1.824 0.273 -0.273  -0.02
O: -2.249 -0.703 -0.577  0.10
F: -2.959 1.026 0.547  0.12
H: 3.220 1.381 -1.162  0.10
H: 2.389 2.164 0.328  0.10
H: 0.541 0.536 1.384  0.14
H: -3.912 0.385 -1.080  0.16
H: 0.872 -1.862 -0.393  0.18
H: -0.686 -1.307 -0.027  0.11
H: 0.309 -1.955 1.178  0.18

The frontier orbital gap (spin up / spin down) is 8.3 / 8.9 eV. The charge is +1. The value obtained for the energy relative to the best compared isomer or geometry (same formula, charge and spin) is 1.876 eV. The electronic energy comes out at -423.2353 a.u.